Here is an isolated molecule of C4H10N2Si at a distorted geometry from OMol25. Energies are from ωB97M-V/def2-TZVPD.

As for the total charge: 0. Its SMILES is CN1C=CN(C)[SiH2]1. The calculation puts the molar mass at 114.2 g/mol. Its highest occupied orbital energy is -6.884 eV. The HOMO-LUMO gap comes out at 7.78 eV. As for the LUMO energy: 0.892 eV.

The geometry in XYZ format:
```
17
C4H10N2Si | OMol25 | ωB97M-V/def2-TZVPD
C -2.65 0.16 -0.03
N -1.29 -0.11 0.35
C -0.77 -1.24 -0.38
C 0.55 -1.17 -0.67
N 1.12 -0.01 -0.20
C 2.88 0.25 0.01
Si 0.01 0.85 0.81
H -3.06 1.04 0.63
H -2.78 0.30 -1.07
H -3.25 -0.80 0.18
H -1.44 -1.94 -0.70
H 1.11 -1.87 -1.12
H 2.89 1.28 0.33
H 3.16 -0.48 0.80
H 3.34 0.16 -0.95
H 0.11 2.29 0.40
H -0.10 0.94 2.16
```